# 1
A 12-piece molecular cluster, C46H102F2O18 overall at a distorted geometry, computed with wB97M-V/def2-TZVPD.

Structure (ORCA input):
```
! RIJCOSX wB97M-V def2-TZVPD def2/J DEFGRID3
* xyz 0 1
C 0.55644 9.11337 1.06699
C -0.84337 9.28318 0.40027
O -1.43938 8.30418 1.17582
C -0.59509 7.31206 1.40218
O -1.05025 6.19620 1.59745
O 0.66788 7.71572 1.36992
F -0.94113 8.94924 -0.89491
H 0.70296 9.57741 2.04234
H 1.37593 9.54228 0.49030
H -1.35082 10.23109 0.57930
C 5.44940 -2.74343 -4.19988
C 4.76159 -2.76096 -2.85940
O 5.84434 -2.90865 -1.90106
C 6.99256 -3.05247 -2.53264
O 8.04979 -3.35460 -1.91799
O 6.80738 -2.90050 -3.85040
F 3.81582 -3.74090 -2.77653
H 5.34071 -1.77798 -4.69401
H 5.08951 -3.54294 -4.84747
H 4.28342 -1.79153 -2.71912
C 0.91456 -11.52448 0.84401
C 1.22760 -10.18858 1.59780
O 2.60643 -9.78889 1.30772
C 3.09366 -8.79604 2.17748
C 2.82332 -7.35764 1.49789
H -0.01160 -11.45621 0.27333
H 1.66350 -11.68705 0.06894
H 0.88759 -12.45978 1.40309
H 0.41381 -9.55310 1.24850
H 1.02788 -10.39220 2.64982
H 2.68094 -8.78970 3.18630
H 4.16585 -8.97749 2.25215
H 1.92744 -7.41220 0.87941
H 3.49403 -7.28138 0.64207
H 2.93593 -6.55557 2.22736
C -0.24812 -1.00197 0.46507
C -0.36442 0.49531 0.04175
O -0.75398 0.31212 -1.26780
C -1.53820 1.35729 -1.81567
C -1.68210 0.84780 -3.22042
H -1.27517 -1.36502 0.50356
H 0.40774 -1.59170 -0.17536
H 0.19760 -1.00812 1.45975
H -1.22990 0.87918 0.58183
H 0.51824 1.11696 0.19198
H -2.48231 1.18372 -1.29931
H -1.28727 2.41729 -1.85501
H -2.27369 -0.06636 -3.26980
H -0.68616 0.68716 -3.63321
H -2.19855 1.57460 -3.84743
C 6.40346 3.49935 1.92740
C 5.66846 4.38841 0.92154
O 6.58801 5.37495 0.57639
C 5.96997 6.41640 -0.14501
C 6.99103 7.03659 -1.17463
H 7.25720 2.97933 1.49288
H 6.70718 4.15293 2.74513
H 5.77724 2.69067 2.30426
H 5.28203 3.89390 0.03035
H 4.77334 4.89942 1.27614
H 5.09585 6.07818 -0.70146
H 5.49919 7.15454 0.50431
H 6.41952 7.51960 -1.96720
H 7.66343 6.29210 -1.60088
H 7.59093 7.79996 -0.67916
C -2.84144 -6.31479 4.77391
C -3.55565 -5.77656 6.09498
O -2.54532 -4.96014 6.79162
C -2.94269 -4.74432 8.17469
C -1.97591 -3.86505 8.96240
H -2.18515 -7.16370 4.96562
H -3.64479 -6.57726 4.08555
H -2.20343 -5.55968 4.31472
H -4.48549 -5.23848 5.91065
H -3.88041 -6.64676 6.66541
H -3.94238 -4.31080 8.20244
H -3.01888 -5.71152 8.67150
H -0.98713 -4.30346 8.82745
H -2.10415 -3.65279 10.02381
H -1.90571 -2.89675 8.46685
C -10.36778 -2.21610 3.41348
C -8.86700 -2.25138 3.29018
O -8.73715 -1.99513 1.86090
C -7.46661 -1.40362 1.43048
C -6.31386 -2.35431 1.13766
H -10.66667 -2.86932 4.23327
H -10.92450 -1.28351 3.50534
H -10.79758 -2.80019 2.59972
H -8.31766 -1.55766 3.92664
H -8.62434 -3.29141 3.50826
H -7.73048 -1.06503 0.42856
H -7.21953 -0.42867 1.85062
H -5.77674 -2.64206 2.04143
H -5.56434 -1.84790 0.52949
H -6.75732 -3.31553 0.87788
C -4.83819 2.22030 5.86776
C -5.70656 3.46301 6.19138
O -6.57548 3.64095 5.07137
C -5.97468 4.00406 3.89588
C -7.19096 4.23062 2.98837
H -5.40186 1.31116 5.65837
H -4.11469 2.33015 5.05994
H -4.29648 1.91016 6.76131
H -6.41840 3.33479 7.00682
H -5.13566 4.37366 6.37273
H -5.50172 4.96292 4.10793
H -5.28866 3.25872 3.49345
H -7.91670 4.93515 3.39461
H -7.75584 3.37630 2.61537
H -6.78759 4.75473 2.12194
C -4.86058 6.13671 -4.88424
C -5.64824 5.59033 -6.06080
O -6.16399 4.22536 -5.90148
C -7.22010 4.17218 -4.94339
C -8.03568 2.95377 -5.34665
H -5.38394 6.09376 -3.92907
H -3.98088 5.56238 -4.59379
H -4.41229 7.09901 -5.13142
H -6.47678 6.27764 -6.23179
H -5.10588 5.56717 -7.00601
H -6.86699 4.11744 -3.91362
H -7.79053 5.10067 -4.96816
H -8.98924 3.01102 -4.82173
H -7.55854 2.02033 -5.04808
H -8.23556 2.87504 -6.41528
C 1.32920 -3.20169 -7.99270
C 1.96770 -2.79157 -9.29537
O 3.33756 -3.01535 -9.00848
C 4.14629 -3.39921 -10.13012
C 5.60460 -3.22064 -9.67827
H 1.45930 -4.25846 -7.75947
H 1.72833 -2.83164 -7.04831
H 0.28510 -2.90595 -7.89017
H 1.69142 -3.41781 -10.14366
H 1.75512 -1.74933 -9.53338
H 4.11598 -4.48673 -10.19720
H 3.78310 -3.00134 -11.07769
H 6.43929 -3.56560 -10.28854
H 5.87917 -3.65419 -8.71663
H 5.55428 -2.18702 -9.33593
O 5.17382 0.41193 8.75764
C 5.29344 -0.79484 8.59740
O 6.02055 -1.70046 9.29743
C 7.06001 -1.20735 10.15880
C 8.13886 -2.31973 10.26691
C 4.41616 -1.33174 7.47039
H 6.65456 -0.90813 11.12534
H 7.56208 -0.35208 9.70654
H 7.71845 -3.20123 10.75095
H 9.03974 -1.92489 10.73661
H 8.50976 -2.76810 9.34523
H 5.07832 -1.83059 6.76271
H 3.79700 -0.58086 6.97956
H 3.91748 -2.15184 7.98698
O 2.70221 3.10523 -9.56902
C 2.64469 3.80201 -8.56706
O 3.59859 3.85835 -7.59521
C 4.81859 3.09212 -7.68203
C 5.74490 3.46266 -6.53544
C 1.45802 4.70939 -8.32265
H 5.21392 3.20432 -8.69159
H 4.67090 2.01307 -7.72620
H 5.29139 3.32814 -5.55344
H 5.90331 4.54110 -6.53223
H 6.73432 3.04804 -6.72837
H 0.52819 4.17396 -8.13075
H 1.27083 5.31072 -9.21229
H 1.78715 5.38667 -7.53458
*
```

SMILES: O=C1OC[C@@H](F)O1.O=C1OC[C@@H](F)O1.CCOC(C)=O.CCOC(C)=O.CCOCC.CCOCC.CCOCC.CCOCC.CCOCC.CCOCC.CCOCC.CCOCC
Max |F| (Eh/bohr): 0.1003
Energy relative to the best compared isomer or geometry (same formula, charge and spin) (kcal/mol): 118.3

# 2
An isolated ion of composition C4H9N2O and charge +1 at a distorted geometry, computed with wB97M-V/def2-TZVPD.

Structure (ORCA input):
```
! RIJCOSX wB97M-V def2-TZVPD def2/J DEFGRID3
* xyz 1 1
C 0.67292 0.34569 0.04365
C -0.36491 -0.48422 -0.98807
C -1.66047 -0.45487 -0.17982
C 1.54931 -0.62675 0.81535
N -1.40816 0.81818 0.45301
N -0.27523 1.18658 0.63925
O 1.49971 1.21506 -0.64654
H -0.48262 0.38536 -1.77635
H -0.00132 -1.31937 -1.48648
H -2.57111 -0.29423 -0.77469
H -1.92657 -1.29158 0.51586
H 0.77002 -1.29549 1.24371
H 2.27289 -0.22205 1.41017
H 2.12104 -1.16184 0.01210
H -2.13514 1.37765 0.79073
H 1.93963 1.82188 -0.07188
*
```

SMILES: C[C@@]1(O)CC[NH+]=N1
Max |F| (Eh/bohr): 0.0947
Energy relative to the best compared isomer or geometry (same formula, charge and spin) (kcal/mol): 91.0

# 3
C35H41BBrFI2N5OSSiYb as an isolated structure at a distorted geometry, computed with wB97M-V/def2-TZVPD.

Structure (ORCA input):
```
! RIJCOSX wB97M-V def2-TZVPD def2/J DEFGRID3
* xyz -2 2
Yb 0.11526 -0.06313 -0.73402
I 2.54271 3.33620 -4.25337
C 1.70430 3.95029 -2.42711
C 1.74454 5.28632 -2.04721
C 1.17520 5.67531 -0.86112
I 1.29329 7.72609 -0.33542
C 0.53103 4.74687 -0.01785
C -0.08622 5.04552 1.21516
C -0.67402 4.04889 1.94394
C -0.68070 2.74041 1.43897
N -0.13537 2.43240 0.28821
C 0.48432 3.38803 -0.43246
C 1.12236 2.93102 -1.65495
O 1.13677 1.70301 -1.98092
H 2.22853 6.01220 -2.68558
H -0.08071 6.06515 1.57805
H -1.14336 4.26048 2.89578
H -1.14025 1.92864 1.99369
C -4.90435 0.71734 -1.54846
Si -3.31489 1.43165 -0.76787
C -2.34598 2.29773 -2.14996
C -3.98355 2.85440 0.32608
N -2.34864 0.21187 -0.07079
C -2.89350 -0.77393 0.68808
C -4.09848 -0.69811 1.42770
C -4.60920 -1.77544 2.12830
C -3.96255 -3.00422 2.13535
C -2.75258 -3.11574 1.45828
C -2.26360 -2.02690 0.78778
F -1.04985 -2.16034 0.15682
H -5.55266 1.50196 -1.94764
H -5.47585 0.15826 -0.80470
H -4.65640 0.02796 -2.35928
H -2.98485 2.42243 -3.02773
H -1.47163 1.72151 -2.46073
H -2.01289 3.29309 -1.84459
H -4.33376 3.67233 -0.30999
H -3.21310 3.25330 0.98745
H -4.82558 2.53904 0.94875
H -4.60843 0.25657 1.47026
H -5.53093 -1.65161 2.68715
H -4.37321 -3.84533 2.67845
H -2.18411 -4.03731 1.45287
Br 5.19501 -5.23860 -0.30332
C 3.87753 -3.82828 -0.42415
C 2.90601 -3.72785 0.55048
C 1.95777 -2.71545 0.43397
C 1.92051 -1.78646 -0.62210
C 2.95849 -1.94684 -1.55501
C 3.93163 -2.94068 -1.47809
H 2.88506 -4.42046 1.38320
H 1.21459 -2.65862 1.22707
H 3.02293 -1.26355 -2.39908
H 4.71394 -3.01442 -2.22359
C -0.62880 -3.70693 -4.92709
C -1.65727 -2.59554 -4.67098
C -2.96779 -3.21714 -4.16519
C -1.91705 -1.81514 -5.96442
C -1.13180 -1.69902 -3.62804
C -0.69563 -0.99618 -2.73249
H -1.00318 -4.42933 -5.66047
H -0.41015 -4.22751 -3.99449
H 0.30402 -3.27870 -5.29593
H -3.37691 -3.92439 -4.89481
H -3.70658 -2.43719 -3.97553
H -2.78768 -3.73978 -3.22527
H -2.30522 -2.47606 -6.74660
H -0.99339 -1.35675 -6.32025
H -2.64268 -1.02004 -5.78727
B 3.56943 1.56624 2.54381
C 2.36493 0.93512 1.76798
N 1.47528 0.47129 1.19389
H 3.12202 2.29483 3.41321
H 4.21588 0.65615 3.02590
H 4.22961 2.20785 1.75973
S -1.50835 -0.26797 3.59071
C -0.41256 0.11501 4.79081
N -0.85301 0.47669 6.02891
C -0.03008 1.09295 7.05835
C 1.28772 1.55172 6.45430
C 1.86479 0.40101 5.64514
N 0.91158 0.02377 4.61518
H -1.85232 0.53979 6.09860
H 0.16985 0.37110 7.86057
H -0.56891 1.93650 7.49709
H 1.97886 1.85666 7.24079
H 1.11773 2.39777 5.78481
H 2.05501 -0.45558 6.30473
H 2.79194 0.68491 5.15525
H 1.23336 -0.08688 3.66421
*
```

Max |F| (Eh/bohr): 0.0196
Energy relative to the best compared isomer or geometry (same formula, charge and spin) (kcal/mol): 0.0